Record 1
This record from the OMol25 dataset describes 2 unconnected molecules or ions with the total composition C2H7NOS at a distorted geometry. The level of theory is ωB97M-V with the def2-TZVPD basis set.

**HOMO-LUMO gap (alpha / beta)**: 7.9 / 8.6 eV
**HOMO energy (alpha / beta)**: -8.971 / -8.761 eV

The geometry in ORCA input format:
```
! RIJCOSX wB97M-V def2-TZVPD def2/J DEFGRID3
* xyz 0 1
S 0.078 -0.862 -0.568
O 0.262 -2.306 -0.239
N -1.206 -0.442 0.603
C 1.432 1.277 1.232
C -0.826 -0.615 -2.016
H -1.289 0.424 -2.262
H 1.229 2.130 0.543
H 1.054 1.368 2.289
H -0.439 -1.335 -2.766
H 1.962 0.397 1.133
H -1.628 0.529 0.578
H -0.632 -0.565 1.473
*
```

natural (NBO) atomic charge list, values in e, 6 entries: S 1.369; O -0.930; N -1.015; C -0.535; C -0.613; H 0.223

=====

Record 2
This record from the OMol25 dataset describes a molecular structure, C5H12I2N at a distorted geometry. The level of theory is ωB97M-V with the def2-TZVPD basis set.

**HOMO-LUMO gap**: 7.2 eV
**HOMO energy**: -11.763 eV

The geometry in ORCA input format:
```
! RIJCOSX wB97M-V def2-TZVPD def2/J DEFGRID3
* xyz 1 1
I 4.131 1.864 0.031
I 4.436 -1.666 0.022
N -0.701 -0.014 -0.009
C -0.239 0.158 -1.399
C -0.182 1.099 0.807
C -2.173 -0.018 0.036
C -0.186 -1.290 0.517
C 3.227 0.005 0.108
H -2.569 -0.869 -0.516
H 0.903 -1.249 0.575
H -0.453 0.962 1.852
H -2.568 0.897 -0.404
H -0.605 -0.656 -2.021
H -0.605 1.099 -1.804
H 0.905 1.135 0.730
H -0.589 -1.472 1.510
H -0.591 2.043 0.455
H -2.518 -0.083 1.066
H 0.849 0.164 -1.422
H -0.471 -2.112 -0.135
*
```

natural (NBO) atomic charge list, values in e, 6 entries: I 0.319; I 0.338; N -0.201; C -0.417; C -0.421; C -0.413

=====

Record 3
This record from the OMol25 dataset describes 4 unconnected molecules or ions with the total composition C2H12O4 at a distorted geometry. The level of theory is ωB97M-V with the def2-TZVPD basis set.

**HOMO-LUMO gap**: 11.0 eV
**HOMO energy**: -10.746 eV
**SMILES**: CCO.O.O.O

The geometry in ORCA input format:
```
! RIJCOSX wB97M-V def2-TZVPD def2/J DEFGRID3
* xyz 0 1
O -0.353 -0.600 2.614
O -1.350 0.344 0.124
O -2.409 2.873 1.755
O 1.525 -0.527 -0.528
C 2.204 -0.891 -1.753
C 1.094 -1.544 -2.595
H 1.378 -2.119 -3.479
H -1.096 -0.051 2.382
H -2.989 2.498 2.404
H 0.404 -0.750 -2.917
H 0.538 -2.252 -1.973
H 2.953 -1.648 -1.506
H 0.032 -0.615 1.736
H 1.415 0.426 -0.524
H 2.679 -0.018 -2.209
H -1.675 -0.531 -0.144
H -0.985 0.917 -0.539
H -2.117 2.089 1.296
*
```

natural (NBO) atomic charge list, values in e, 6 entries: O -0.936; O -0.992; O -0.939; O -0.734; C -0.069; C -0.630

=====

Record 4
This record from the OMol25 dataset describes 12 unconnected molecules or ions with the total composition C7H31NO11 at a distorted geometry. The level of theory is ωB97M-V with the def2-TZVPD basis set.

**HOMO-LUMO gap**: 7.8 eV
**HOMO energy**: -7.567 eV
**SMILES**: C/C=C/c1ccc[nH]1.O.O.O.O.O.O.O.O.O.O.O

The geometry in ORCA input format:
```
! RIJCOSX wB97M-V def2-TZVPD def2/J DEFGRID3
* xyz 0 1
O -0.785 -2.952 1.690
O -1.180 -0.343 1.365
O 3.535 -0.210 0.024
O 2.227 -2.298 1.197
O -1.641 1.361 3.906
O -2.741 -3.029 -0.233
O 2.187 -1.023 -3.145
O -3.536 0.712 0.595
O 1.658 -3.369 -1.498
O -1.999 2.831 1.372
O 1.575 0.048 2.666
N -0.906 2.059 -1.723
C -0.237 0.997 -1.183
C 1.870 2.306 -0.904
C -0.899 -0.179 -1.617
C 1.064 1.284 -0.626
C -1.886 0.301 -2.537
C 3.055 2.748 -0.121
C -1.947 1.663 -2.511
H -3.381 -0.056 0.019
H 2.072 0.872 2.567
H 2.108 -2.710 2.062
H -2.087 2.662 2.325
H 3.916 -1.086 0.031
H -3.450 -3.139 0.403
H -1.949 -3.392 0.222
H -2.491 -0.475 -2.991
H -1.035 -2.014 1.508
H 3.450 0.298 -0.781
H 1.537 -2.805 0.739
H -0.707 3.035 -1.623
H -0.562 -1.199 -1.646
H 2.939 3.817 0.060
H -2.271 0.649 3.754
H 3.313 2.197 0.786
H -0.769 0.993 3.696
H 2.076 -0.591 2.129
H -2.768 2.292 -2.805
H 2.322 -1.969 -3.051
H -4.506 0.734 0.590
H -0.260 -0.063 1.243
H -0.446 -2.866 2.578
H 1.631 2.898 -1.793
H -2.645 2.203 0.997
H 1.405 -3.862 -2.288
H 4.035 2.566 -0.588
H -1.548 0.558 1.321
H 2.992 -0.602 -2.841
H 1.375 0.587 0.155
H 1.003 -2.650 -1.464
*
```

natural (NBO) atomic charge list, values in e, 6 entries: O -1.006; O -0.989; O -0.988; O -0.957; O -0.962; O -0.966

=====

Record 5
This record from the OMol25 dataset describes a molecular structure, C24H68B2F7N2O16V at a distorted geometry. The level of theory is ωB97M-V with the def2-TZVPD basis set.

**HOMO-LUMO gap (alpha / beta)**: 5.5 / 6.4 eV
**HOMO energy (alpha / beta)**: -5.798 / -5.831 eV
**Expectation value of S²**: 3.774

The geometry in ORCA input format:
```
! RIJCOSX wB97M-V def2-TZVPD def2/J DEFGRID3
* xyz -1 4
V -0.524 2.949 -0.317
F 1.049 6.378 -4.766
F 0.793 -1.205 0.979
F 0.108 -0.203 -0.893
F -1.102 -0.096 0.871
F 1.773 8.066 -3.560
F 3.078 6.642 -4.221
F -0.886 -2.128 -0.117
O -2.244 -7.733 1.118
O -5.975 1.415 5.487
O 7.139 -0.392 3.466
O 5.465 1.906 2.780
O 2.412 1.025 6.721
O 5.075 -6.615 -3.099
O 5.152 1.151 -3.958
O -0.575 -5.029 2.971
O 0.087 6.279 -1.791
O -5.988 3.806 3.664
O -6.595 -0.372 -3.015
O 0.999 3.423 2.463
O 2.790 1.286 -5.826
O 0.933 -0.475 8.616
O -1.689 4.104 2.443
O 1.557 4.629 -2.250
N -4.374 -2.135 -3.198
N 2.701 -4.797 -2.887
C -6.694 2.660 3.355
C 3.912 -4.638 -2.179
C -5.737 -2.607 -2.720
C 4.007 0.519 -5.960
C 1.531 -0.032 6.364
C 5.190 1.226 -5.343
C 3.851 -5.351 -0.869
C -1.529 -6.101 2.750
C -0.935 4.335 3.608
C -1.120 -6.888 1.531
C 1.487 -1.103 7.462
C -7.545 0.601 -2.747
C -6.595 -1.491 -2.122
C -6.081 1.405 4.066
C 6.154 -7.098 -3.908
C 5.050 -5.210 -3.087
C -5.505 -3.759 -1.809
C 1.835 6.738 -3.753
C -0.807 7.271 -2.331
C -1.923 7.305 -1.343
C 6.005 1.022 1.818
C 1.421 6.044 -2.387
C 0.591 4.480 3.377
C 6.384 -0.365 2.323
B -2.957 2.314 -2.493
B -0.260 -0.948 0.197
H -4.068 -2.878 -3.810
H -6.098 -1.241 -1.184
H 3.713 -6.433 -0.876
H -4.932 -3.453 -0.934
H -1.542 7.456 -0.333
H 4.256 0.402 -7.015
H -6.856 1.612 5.814
H -2.334 6.296 -1.301
H 0.030 -0.251 8.377
H 0.533 0.267 6.044
H 2.975 -4.915 -0.389
H -3.175 2.201 -1.442
H -1.280 5.311 3.948
H -2.223 -8.019 0.202
H -6.671 0.509 3.874
H -1.746 -6.661 3.660
H 2.485 -1.490 7.665
H 5.287 0.864 1.013
H -3.751 -2.401 -2.449
H 5.460 -0.910 2.514
H 0.871 -1.982 7.275
H 4.871 -4.775 -4.071
H 5.975 -8.147 -4.143
H -0.818 -4.408 2.281
H -7.627 -1.809 -1.978
H 1.991 -0.343 5.426
H 4.130 -3.592 -1.967
H 6.960 -0.927 1.587
H -1.199 7.005 -3.313
H -8.526 0.129 -2.794
H -2.670 8.015 -1.697
H -0.197 -7.447 1.688
H 4.603 -5.097 -0.122
H 6.229 -6.535 -4.839
H -2.567 1.386 -2.881
H 1.147 4.437 4.314
H 6.640 0.023 4.174
H -6.451 -4.072 -1.368
H 6.145 0.848 -5.705
H 3.311 0.689 6.695
H -2.625 4.215 2.627
H -7.300 1.134 -1.829
H 6.038 -4.918 -2.730
H -0.336 8.251 -2.421
H 6.173 2.402 3.198
H -6.471 4.301 4.330
H -6.202 -2.894 -3.662
H 3.853 -0.492 -5.583
H 2.578 -5.795 -2.794
H -7.744 2.834 3.590
H -2.279 3.142 -2.626
H 7.069 -7.009 -3.323
H 5.141 2.276 -5.630
H -3.920 2.556 -2.916
H -5.057 1.248 3.730
H 0.796 5.425 2.873
H 2.775 1.653 -4.940
H 1.915 3.176 2.611
H 2.048 6.540 -1.646
H -6.637 2.718 2.268
H 4.457 1.698 -3.586
H 1.948 -4.526 -2.271
H -7.557 1.294 -3.587
H -0.991 3.638 4.444
H -4.897 -4.546 -2.256
H -0.884 -6.226 0.698
H 6.824 1.635 1.442
H -2.482 -5.603 2.569
*
```

Löwdin atomic charge list, values in e, 6 entries: V 1.410; F 0.148; F 0.165; F 0.123; F 0.106; F 0.104

=====

Record 6
This record from the OMol25 dataset describes 14 unconnected molecules or ions with the total composition C14H28Cl28 at a distorted geometry. The level of theory is ωB97M-V with the def2-TZVPD basis set.

**HOMO-LUMO gap**: 10.7 eV
**HOMO energy**: -10.456 eV

The geometry in ORCA input format:
```
! RIJCOSX wB97M-V def2-TZVPD def2/J DEFGRID3
* xyz 0 1
Cl -0.395 10.958 14.023
Cl -4.218 13.557 16.707
Cl -1.723 15.814 21.097
Cl 1.871 12.842 13.522
Cl -6.502 17.044 22.165
Cl -8.347 11.641 15.680
Cl -9.273 15.633 19.225
Cl -7.225 17.250 16.173
Cl -5.351 14.216 19.375
Cl -10.967 11.750 16.985
Cl -6.473 20.081 20.409
Cl -5.404 12.064 23.716
Cl -8.072 7.862 20.820
Cl -9.851 9.751 19.466
Cl -3.523 12.176 11.959
Cl -1.559 12.733 9.855
Cl -4.605 10.812 20.336
Cl -5.106 18.356 24.489
Cl -8.213 11.913 22.981
Cl -8.413 14.956 14.885
Cl -10.544 14.861 21.778
Cl -4.389 8.504 21.900
Cl -5.230 9.764 16.631
Cl -4.159 18.418 19.772
Cl -1.606 11.350 17.792
Cl -4.056 8.495 14.419
Cl -1.767 16.310 23.910
Cl 1.122 10.898 18.626
C -6.714 18.145 23.592
C -9.393 9.059 21.044
C -9.107 14.714 20.717
C -0.532 11.203 19.175
C 0.124 12.721 13.870
C -4.910 9.938 14.937
C -6.956 11.240 24.025
C -5.501 19.323 19.068
C -2.881 11.745 10.327
C -2.814 15.637 22.563
C -10.103 11.425 15.500
C -4.516 9.015 20.254
C -5.706 13.665 17.657
C -8.664 16.607 15.361
H -7.422 17.834 24.360
H -2.565 10.705 10.254
H -10.463 12.120 14.741
H -0.910 10.342 19.726
H -10.259 8.458 21.322
H -10.313 10.437 15.091
H -7.124 19.101 23.267
H -3.689 16.267 22.405
H -6.426 14.325 17.173
H -5.332 8.558 19.694
H -3.014 14.588 22.782
H -4.197 10.757 14.842
H -6.222 12.706 17.712
H -0.476 13.092 13.040
H -7.196 11.374 25.080
H -5.883 10.077 14.464
H -3.710 11.978 9.658
H -0.535 12.093 19.805
H -6.175 18.656 18.532
H -5.188 20.142 18.420
H -8.263 15.186 21.220
H -8.824 17.155 14.433
H -9.548 16.596 15.999
H -3.531 8.770 19.857
H -6.959 10.153 23.941
H -9.242 9.776 21.852
H -8.843 13.669 20.559
H 0.097 13.222 14.838
*
```

natural (NBO) atomic charge list, values in e, 6 entries: Cl -0.070; Cl -0.016; Cl -0.065; Cl -0.038; Cl -0.038; Cl -0.037

=====

Record 7
This record from the OMol25 dataset describes a single C8H24B3N5 molecule at a distorted geometry. The level of theory is ωB97M-V with the def2-TZVPD basis set.

**HOMO-LUMO gap**: 6.3 eV
**HOMO energy**: -6.164 eV

The geometry in ORCA input format:
```
! RIJCOSX wB97M-V def2-TZVPD def2/J DEFGRID3
* xyz 0 1
N -0.054 -0.859 2.576
N 1.118 0.761 1.036
N -0.877 -0.443 0.258
N -0.533 0.975 -1.931
N 0.129 -0.124 -2.129
C -0.494 -2.234 2.643
C 2.439 0.586 1.572
C 0.479 -0.314 3.841
C -2.947 0.642 -0.987
C 0.727 1.983 0.489
C -0.624 -2.489 -1.422
C 1.170 -0.245 -3.033
C -0.391 2.175 -2.681
B -1.394 0.472 -0.815
B -0.528 -0.986 -1.104
B 0.141 -0.258 1.259
H -0.767 3.023 -2.131
H -0.190 -2.688 -2.370
H 3.182 0.611 0.767
H -3.416 0.002 -0.259
H -1.017 -2.477 1.705
H -1.700 -2.569 -1.501
H 0.478 0.788 3.771
H -1.235 -2.372 3.450
H -0.156 -0.642 4.675
H -0.880 2.020 -3.662
H -0.198 -3.141 -0.692
H 2.057 0.190 -2.581
H -0.098 1.865 -0.201
H 1.447 -1.335 -3.206
H -3.430 1.590 -0.944
H 0.352 2.630 1.340
H 2.598 -0.382 2.065
H 0.864 0.248 -3.951
H 1.542 2.499 -0.023
H 0.655 2.377 -2.881
H 0.335 -2.962 2.792
H 2.695 1.463 2.223
H 1.521 -0.612 4.024
H -3.001 0.232 -1.981
*
```

natural (NBO) atomic charge list, values in e, 6 entries: N -0.663; N -0.694; N -1.093; N -0.547; N -0.409; C -0.400

=====

Record 8
This record from the OMol25 dataset describes a single C23H27N5O2 molecule. The level of theory is ωB97M-V with the def2-TZVPD basis set.

**HOMO-LUMO gap**: 8.7 eV
**HOMO energy**: -8.007 eV
**SMILES**: O=C(CCCCCNC(=O)N1CCn2c1nc1ccccc12)NCc1ccccc1

The geometry in ORCA input format:
```
! RIJCOSX wB97M-V def2-TZVPD def2/J DEFGRID3
* xyz 0 1
O 1.672 1.287 -2.916
O -1.023 -3.542 0.556
N -1.533 0.636 -0.373
N -2.008 -1.502 0.731
N 2.585 0.702 -0.943
N -2.725 0.463 1.521
N -0.536 -1.919 -0.971
C -3.153 2.929 1.895
C 0.796 -1.085 2.469
C -2.879 4.155 1.315
C 0.042 1.064 3.206
C 0.510 -2.655 -1.647
C -3.222 -0.455 2.508
C 2.508 0.664 -2.294
C 1.693 1.519 -0.155
C -2.723 -1.816 1.966
C 3.398 -1.713 -2.690
C 0.164 -0.301 3.416
C 0.553 1.638 2.057
C 3.559 -0.211 -2.958
C -1.661 3.136 -0.518
C 0.853 -2.002 -2.982
C 1.187 0.856 1.096
C -2.665 1.808 1.253
C -2.150 4.254 0.132
C 2.255 -2.368 -3.471
C -2.029 -0.158 0.530
C 1.304 -0.508 1.317
C -1.144 -2.418 0.118
C -1.915 1.898 0.049
H 3.509 -0.026 -4.032
H -0.452 1.685 3.939
H -4.314 -0.416 2.567
H 3.269 -1.887 -1.620
H 0.890 -2.151 2.617
H 0.123 -2.311 -3.731
H 1.787 -1.133 0.583
H 4.541 0.111 -2.601
H -1.101 3.215 -1.437
H -2.043 -2.321 2.657
H -3.720 2.851 2.810
H 0.774 -0.920 -2.885
H -3.549 -2.497 1.742
H 2.374 -3.454 -3.417
H -2.807 -0.228 3.496
H 1.400 -2.701 -1.005
H 2.346 -2.079 -4.520
H 0.450 2.701 1.894
H -1.964 5.232 -0.286
H 4.329 -2.204 -2.985
H -3.241 5.055 1.789
H 2.180 2.468 0.110
H -0.228 -0.749 4.319
H -0.634 -0.926 -1.162
H 0.841 1.752 -0.804
H 0.166 -3.684 -1.785
H 3.359 0.263 -0.471
*
```

natural (NBO) atomic charge list, values in e, 6 entries: O -0.629; O -0.652; N -0.574; N -0.454; N -0.624; N -0.371

=====

Record 9
This record from the OMol25 dataset describes a single C24H27N3O2 molecule at a distorted geometry. The level of theory is ωB97M-V with the def2-TZVPD basis set.

**HOMO-LUMO gap**: 9.4 eV
**HOMO energy**: -8.581 eV
**SMILES**: CC(C)c1cc(C(=O)N2CCN(C(c3ccccc3)c3ccccc3)CC2)no1

The geometry in ORCA input format:
```
! RIJCOSX wB97M-V def2-TZVPD def2/J DEFGRID3
* xyz 0 1
O 3.807 -0.286 1.545
O 1.782 -2.998 -1.331
N 0.440 -2.677 0.450
N -1.354 -1.061 -0.192
N 2.756 -1.136 1.516
C 1.564 -2.443 -0.265
C 4.286 -0.115 0.302
C -1.418 1.364 -0.417
C -5.296 0.350 1.350
C -2.113 2.566 -0.420
C -1.455 3.758 -0.167
C 3.545 -0.869 -0.563
C -0.047 1.381 -0.188
C -6.223 -0.260 0.522
C -3.980 0.483 0.944
C -4.512 -0.593 -1.124
C 5.430 0.824 0.111
C 6.305 0.387 -1.061
C -1.613 -2.342 -0.812
C -0.013 -1.951 1.611
C -0.644 -3.379 -0.203
C -0.095 3.764 0.086
C -5.829 -0.729 -0.718
C -3.571 0.013 -0.299
C 0.609 2.571 0.068
C -1.306 -1.182 1.249
C -2.118 0.057 -0.730
C 4.888 2.242 -0.106
C 2.580 -1.498 0.267
H 4.264 2.275 -0.997
H 0.416 4.694 0.288
H 7.171 1.038 -1.140
H 5.747 0.440 -1.992
H 5.713 2.939 -0.233
H -0.209 -2.667 2.416
H 3.640 -0.985 -1.620
H -4.213 -0.955 -2.098
H 0.501 0.452 -0.216
H -3.269 0.972 1.594
H 6.020 0.815 1.034
H 1.673 2.567 0.251
H 4.297 2.559 0.750
H -2.655 -2.681 -0.670
H 6.650 -0.635 -0.922
H -0.224 -4.021 -0.978
H -1.271 -0.186 1.690
H -1.149 -3.995 0.545
H -5.598 0.724 2.317
H -7.250 -0.365 0.841
H 0.774 -1.277 1.941
H -2.192 -1.705 1.645
H -2.086 -0.064 -1.823
H -3.174 2.572 -0.623
H -1.424 -2.239 -1.884
H -6.546 -1.200 -1.374
H -2.010 4.685 -0.168
*
```

natural (NBO) atomic charge list, values in e, 6 entries: O -0.265; O -0.620; N -0.400; N -0.448; N -0.130; C 0.649